(1)
ORCA calculation (ωB97M-V/def2-TZVPD) on C17H22N3OS3W as an isolated structure in a non-equilibrium geometry.

Geometry as XYZ:
```
47
Properties=species:S:1:pos:R:3:forces:R:3
W -0.052 0.102 -0.046 -1.5715 -1.5153 1.0815
S -1.625 -1.580 0.079 0.3374 0.5378 -0.0057
C -3.200 -0.780 0.114 -0.0556 -0.0126 0.0239
C -4.344 -1.573 0.194 0.0513 -0.0353 -0.0050
C -5.592 -0.983 0.232 -0.0156 -0.0334 -0.0009
C -5.705 0.404 0.196 0.0362 0.0492 0.0026
C -4.574 1.192 0.115 0.0709 -0.0022 -0.0054
C -3.305 0.608 0.070 -0.1081 0.0193 0.0099
S -1.891 1.641 -0.043 0.1824 -0.2947 0.0011
H -4.238 -2.650 0.223 -0.0318 -0.0002 0.0121
H -6.476 -1.602 0.292 -0.0025 0.0058 0.0045
H -6.680 0.872 0.232 -0.0079 -0.0127 -0.0063
H -4.645 2.272 0.086 -0.0687 -0.0050 0.0009
O 0.447 0.688 1.819 0.1287 0.2207 -0.2687
N 1.460 0.163 2.537 0.1562 -0.2572 -0.0106
C 1.528 0.523 3.835 -0.0699 0.0809 0.0962
C 2.537 0.052 4.624 0.0281 -0.0429 -0.0106
C 3.491 -0.803 4.060 -0.0245 0.0224 -0.0502
C 3.390 -1.161 2.738 0.0105 -0.0050 0.0373
C 2.342 -0.672 1.948 -0.0558 0.0699 -0.0004
S 2.126 -1.064 0.289 -0.1715 -0.0397 -0.2144
H 0.740 1.181 4.167 -0.0079 0.0036 -0.0433
H 2.577 0.341 5.663 -0.0006 0.0168 -0.0035
H 4.305 -1.183 4.662 -0.0093 -0.0147 0.0066
H 4.101 -1.826 2.271 0.0067 0.0000 0.0128
C 2.144 3.581 -4.210 0.0327 -0.0399 0.0658
C 2.616 2.330 -3.470 -0.0755 0.1701 -0.0905
N 1.611 1.727 -2.581 0.0068 -0.1306 -0.0324
C 1.545 2.267 -1.233 -0.1361 0.2781 -0.0774
C 0.809 3.594 -1.110 0.0356 -0.0040 -0.0804
C 0.847 0.701 -2.982 0.0604 0.0731 0.0204
C 0.836 0.328 -4.433 0.0078 -0.0287 -0.0515
N 0.128 0.011 -2.132 0.4454 0.1810 -0.2142
H 2.828 3.796 -5.031 0.0013 0.0043 -0.0028
H 2.126 4.453 -3.561 -0.0473 -0.0070 -0.0139
H 1.145 3.444 -4.623 0.0095 -0.0009 -0.0317
H 3.482 2.565 -2.850 0.0139 -0.0346 -0.0051
H 2.940 1.575 -4.180 0.0205 -0.0332 0.0240
H 2.556 2.333 -0.829 -0.0171 -0.1301 0.0954
H 1.003 1.556 -0.584 0.8176 0.9452 -0.3766
H 1.421 4.412 -1.483 -0.0120 0.0060 0.0089
H 0.579 3.791 -0.063 0.0309 0.0059 0.0059
H -0.128 3.567 -1.665 -0.0151 -0.0138 0.0205
H 0.810 1.207 -5.072 -0.0043 -0.0099 -0.0021
H -0.036 -0.285 -4.648 0.0022 -0.0014 0.0091
H 1.725 -0.253 -4.687 0.0125 0.0046 0.0285
H -0.409 -0.717 -2.582 0.0031 0.0101 0.0355
```
Positions in Å, forces in eV/Å.

Summary:
**Net charge**: +1
**Spin multiplicity**: 3
**Expectation value of S²**: 2.0250
**Total energy**: -2161.97655 Ha
**F_max**: 0.047 Eh/bohr
**Highest occupied orbital energy (spin up / spin down)**: -10.01 / -10.50 eV

Atomic partial charges in e from the Löwdin method, atoms 1 to 5:
1. W 0.852
2. S 0.649
3. C -0.649
4. C -0.119
5. C -0.078

(2)
ORCA calculation (ωB97M-V/def2-TZVPD) on C8H22ClNSTa as an isolated structure in a non-equilibrium geometry.

Geometry as XYZ:
```
34
Properties=species:S:1:pos:R:3:forces:R:3
C 0.042 2.552 1.812 -0.2242 -0.3185 -0.3838
Ta -0.074 0.951 0.157 -0.3844 0.0697 1.8225
C -2.152 1.868 -0.374 0.7675 -0.8134 -0.2428
N -3.077 0.749 -0.727 -0.0937 0.3335 0.0705
C 2.095 0.265 0.507 -0.1852 0.4100 -0.9126
C 3.058 0.102 -0.683 0.2955 -0.2723 0.1971
C 2.443 -0.520 -1.924 -0.1542 -0.0081 0.1157
S 3.763 -1.146 -3.008 0.2049 0.0674 -0.0396
C -0.979 -0.633 1.607 0.6108 -0.0598 -1.1325
C -0.765 -2.071 1.067 -0.2788 0.3534 0.4435
C -1.884 -2.498 0.141 0.2903 -0.4347 -0.0447
Cl -2.185 -4.296 0.264 -0.0069 0.0865 -0.0638
H -0.219 3.530 1.405 -0.0480 0.1277 -0.1366
H 1.041 2.648 2.241 0.1405 -0.0954 0.0154
H -0.650 2.372 2.637 -0.1139 -0.1055 0.0837
H -0.408 -0.292 -1.195 -0.0312 0.1672 -0.0167
H 0.619 2.162 -1.064 0.0874 -0.1190 -0.2606
H -2.022 2.465 -1.272 -0.0714 0.2781 -0.0794
H -2.547 2.494 0.430 -0.0105 0.2511 0.0402
H -3.909 1.126 -1.173 -0.0705 -0.1035 0.0946
H -3.386 0.286 0.120 0.0076 -0.0170 -0.0542
H 2.581 0.962 1.190 -0.1017 0.1323 0.2513
H 2.040 -0.687 1.044 -0.1868 -0.1677 0.0810
H 3.897 -0.539 -0.390 0.1709 0.0030 0.0762
H 3.493 1.065 -0.943 -0.0117 0.1646 -0.0824
H 1.804 -1.345 -1.632 -0.1208 -0.1828 -0.0300
H 1.834 0.211 -2.443 -0.1006 0.0534 -0.1433
H 3.017 -1.489 -4.065 -0.0905 0.0191 0.0184
H -2.040 -0.468 1.796 -0.1287 0.0731 0.2316
H -0.439 -0.565 2.552 -0.0068 0.2622 0.2029
H 0.182 -2.122 0.534 0.1691 -0.2246 -0.0823
H -0.714 -2.776 1.894 0.0050 -0.1812 0.1094
H -1.636 -2.327 -0.896 -0.1500 0.1980 -0.1416
H -2.824 -2.032 0.393 -0.1791 0.0535 -0.0074
```
Positions in Å, forces in eV/Å.

Summary:
**Net charge**: -1
**Total energy**: -1287.99127 Ha
**F_max**: 0.036 Eh/bohr
**Highest occupied orbital energy**: -4.39 eV

Atomic partial charges in e from the Löwdin method, atoms 1 to 5:
1. C -0.362
2. Ta 1.619
3. C -0.484
4. N -0.133
5. C -0.388

(3)
ORCA calculation (ωB97M-V/def2-TZVPD) on an isolated molecule of C5H8FNS in a non-equilibrium geometry.

Geometry as XYZ:
```
16
Properties=species:S:1:pos:R:3:forces:R:3
F -0.789 2.194 -0.029 -0.2914 0.6033 -0.3741
C -1.206 0.904 0.190 0.4010 -1.8388 0.0448
C -1.114 0.014 -1.107 0.0856 1.9336 0.2264
N -0.378 -1.199 -0.844 0.0649 -0.0174 1.2447
C 0.208 -1.073 0.490 -0.0975 -0.0535 -1.3243
C 1.215 0.006 0.733 0.3397 -0.0316 0.6153
S 2.085 0.897 -0.515 -0.0203 0.2311 -0.5740
C -0.215 0.222 1.109 -0.8157 -0.8145 0.6091
H -2.235 0.905 0.609 0.6890 0.2210 -0.1642
H -2.087 -0.210 -1.487 -0.6877 -0.0206 -0.3676
H -0.569 0.673 -1.790 -0.2220 -0.1462 -0.3389
H 0.335 -1.268 -1.540 0.5827 -0.2804 -0.3028
H 0.278 -1.980 1.047 0.0265 -0.4052 0.3682
H 1.883 -0.164 1.566 -0.2291 -0.0214 0.2545
H 3.042 -0.033 -0.585 0.1581 0.0337 -0.1826
H -0.452 0.112 2.154 0.0162 0.6069 0.2653
```
Positions in Å, forces in eV/Å.

Summary:
**SMILES**: F[C@H]1CN[C@H]2[C@@H](S)[C@H]21
**Total energy**: -748.07656 Ha
**F_max**: 0.038 Eh/bohr
**Highest occupied orbital energy**: -8.86 eV

Atomic partial charges in e from the Löwdin method, atoms 1 to 5:
1. F -0.015
2. C -0.265
3. C -0.161
4. N -0.012
5. C -0.265

(4)
ORCA calculation (ωB97M-V/def2-TZVPD) on a 2-piece molecular cluster, C6H11NO overall in a non-equilibrium geometry.

Geometry as XYZ:
```
19
Properties=species:S:1:pos:R:3:forces:R:3
C -1.959 -0.322 -0.948 0.0020 -0.0068 0.1848
C 1.331 1.963 1.928 1.2694 0.2681 1.0241
C 2.322 1.121 2.304 -0.3533 0.9780 0.1119
C -0.265 0.711 0.467 0.5479 0.6636 0.4991
C -1.151 -0.755 -2.130 -0.0599 0.0256 -0.0240
C -0.907 -2.017 -2.448 0.0760 0.0610 0.0696
O -1.364 0.803 -0.236 -0.8057 -0.4664 -0.7065
N 0.408 -0.407 0.531 0.3310 -0.2943 0.1967
H 0.204 -1.272 0.042 0.1391 0.0564 0.0789
H -2.927 0.067 -1.276 0.1147 -0.0560 0.0731
H -2.135 -1.149 -0.252 0.0184 0.0490 -0.0531
H 1.485 2.689 1.142 -0.1504 -0.2357 -0.2290
H 0.505 2.183 2.590 -0.1485 -0.2599 -0.1955
H -0.801 0.054 -2.761 0.1082 0.0108 -0.0350
H 2.296 0.622 3.263 -0.1981 -0.2554 -0.0463
H 1.264 -0.311 1.128 -0.7874 -0.3056 -0.6235
H 3.286 1.140 1.814 -0.0491 -0.2013 -0.2960
H -1.264 -2.837 -1.840 -0.0482 -0.0476 0.1122
H -0.329 -2.282 -3.319 -0.0061 0.0165 -0.1413
```
Positions in Å, forces in eV/Å.

Summary:
**Total energy**: -365.07001 Ha
**F_max**: 0.032 Eh/bohr
**Highest occupied orbital energy**: -7.54 eV

Atomic partial charges in e from the Löwdin method, atoms 1 to 5:
1. C -0.185
2. C -0.144
3. C -0.140
4. C -0.224
5. C -0.173

(5)
ORCA calculation (ωB97M-V/def2-TZVPD) on C3H4O3Yb as an isolated structure in a non-equilibrium geometry.

Geometry as XYZ:
```
11
Properties=species:S:1:pos:R:3:forces:R:3
C 0.771 -1.411 -0.130 -1.7376 0.7594 -0.5421
C 1.312 -0.215 0.340 -1.0289 -0.2509 1.6405
O 0.701 0.963 0.321 0.9448 0.2587 0.3172
C -0.625 1.194 0.103 -0.5867 -0.5792 -3.5342
O -1.411 0.208 -0.131 -0.6366 0.0478 0.8869
O -0.969 2.343 -0.179 -0.5878 0.3453 1.3872
H 0.930 -1.544 -1.207 -0.3647 -0.0552 -0.2306
H 2.157 -0.199 1.034 0.1067 0.3287 -0.3162
H 1.174 -2.265 0.433 -0.1816 0.2090 -0.4144
Yb -3.422 1.904 -0.341 1.4827 -0.2359 0.0162
H -0.618 -0.977 -0.242 2.5896 -0.8277 0.7894
```
Positions in Å, forces in eV/Å.

Summary:
**Net charge**: +2
**Total energy**: -1500.41883 Ha
**F_max**: 0.071 Eh/bohr
**Highest occupied orbital energy**: -18.18 eV

Atomic partial charges in e from the Löwdin method, atoms 1 to 5:
1. C 0.019
2. C 0.016
3. O 0.164
4. C -0.650
5. O -0.076

(6)
ORCA calculation (ωB97M-V/def2-TZVPD) on a 2-piece molecular cluster, CH2INO4 overall in a non-equilibrium geometry.

Geometry as XYZ:
```
9
Properties=species:S:1:pos:R:3:forces:R:3
O -2.651 -0.074 -0.629 0.5762 1.3999 -0.1036
C -1.785 0.761 -0.549 0.5851 0.0038 -0.2568
O -0.555 0.552 -0.054 0.4444 -2.0328 0.1599
N -0.310 -1.110 0.193 -0.2645 0.7278 -0.3010
O -0.262 -1.384 1.321 -0.0939 0.5045 0.9300
O -0.176 -1.734 -0.785 -0.0361 0.6427 -0.6781
H -1.667 1.859 -0.881 -1.1757 -1.2291 0.2571
I 3.688 -0.220 0.534 -0.0186 -0.0752 -0.0198
H 3.719 1.349 0.851 -0.0170 0.0584 0.0123
```
Positions in Å, forces in eV/Å.

Summary:
**SMILES**: O=CO[N+](=O)[O-].I
**Total energy**: -692.55171 Ha
**F_max**: 0.041 Eh/bohr
**Highest occupied orbital energy**: -10.27 eV

Atomic partial charges in e from the Löwdin method, atoms 1 to 5:
1. O 0.079
2. C -0.374
3. O 0.023
4. N -0.308
5. O 0.183

(7)
ORCA calculation (ωB97M-V/def2-TZVPD) on a 2-piece molecular cluster, C2F5N3O4 overall in a non-equilibrium geometry.

Geometry as XYZ:
```
14
Properties=species:S:1:pos:R:3:forces:R:3
C 1.356 -0.201 1.101 -3.0461 0.7870 -1.4304
C -1.144 0.302 0.124 2.4459 0.7483 1.5219
N 2.251 -0.372 0.052 1.2053 0.4914 -0.2881
N -1.458 -1.029 -0.165 -0.9404 -1.2041 -0.2775
N -0.815 1.231 -0.933 -0.4487 0.4302 1.1892
O -1.360 -1.351 -1.341 -0.0950 -0.5378 0.4508
O -1.220 2.353 -0.698 0.0744 0.4713 -0.8789
O -1.778 -1.775 0.772 0.3649 0.8905 -0.7340
O -0.070 0.884 -1.802 0.5997 -0.0394 -1.1450
F 1.558 0.879 1.764 0.0099 -0.6480 0.2986
F 0.856 -1.250 1.700 1.6036 1.1719 -0.5402
F -1.808 0.928 1.077 -0.3296 -0.9295 0.3382
F 2.585 0.744 -0.740 -1.1012 -1.4860 1.6905
F 1.930 -1.362 -0.766 -0.3427 -0.1457 -0.1953
```
Positions in Å, forces in eV/Å.

Summary:
**Total energy**: -1040.26402 Ha
**F_max**: 0.067 Eh/bohr
**Highest occupied orbital energy**: -9.59 eV

Atomic partial charges in e from the Löwdin method, atoms 1 to 5:
1. C -0.285
2. C -0.223
3. N 0.017
4. N -0.353
5. N -0.359